Entry 1:
{"formula": "C5H7N", "method": "ωB97M-V/def2-TZVPD", "symbols": ["C", "C", "C", "C", "C", "N", "H", "H", "H", "H", "H", "H", "H"], "positions_angstrom": [[-0.8803, 0.0223, -1.7222], [-0.2233, 0.3519, -0.3557], [0.3577, -0.8709, 0.1776], [1.3655, -1.0073, 1.8095], [1.1355, 0.1623, 2.1377], [-0.2249, 1.5460, 0.1331], [-1.8998, 0.4246, -1.7412], [-0.3030, 0.5055, -2.5183], [-0.9408, -1.0421, -1.9817], [-0.4780, -1.5794, 0.3061], [1.8190, -1.9379, 2.1460], [0.9333, 1.2129, 2.1224], [-0.6607, 2.2121, -0.5133]], "atomic_forces_ev_per_a": [[0.03, 0.08, 0.06], [0.19, -0.16, 0.12], [0.23, 0.08, 0.71], [-0.50, 0.47, -0.55], [-0.35, -0.42, -0.64], [0.04, -0.33, -0.17], [0.21, 0.00, 0.07], [-0.06, -0.03, 0.19], [0.15, 0.20, 0.31], [0.35, 0.04, 0.46], [-0.38, 0.31, -0.72], [-0.12, 0.01, 0.05], [0.22, -0.26, 0.10]], "gap_ev": [7.832, 7.830], "largest_force_ev_per_a": 0.88, "homo_ha": [-0.2892, -0.2891], "charge": 0, "relative_energy_kj_mol": 586.6, "energy_ev": -6782.4331}

Entry 2:
{"formula": "C5H13BrClInNPd", "method": "ωB97M-V/def2-TZVPD", "symbols": ["C", "N", "C", "In", "Br", "C", "C", "C", "Cl", "H", "H", "H", "H", "H", "H", "H", "H", "H", "H", "H", "H", "H", "Pd"], "positions_angstrom": [[-2.7312, -1.3606, 0.4768], [-2.2960, -1.1645, -0.9218], [-0.9845, -0.7556, -1.0377], [-0.8389, 1.4614, -0.4882], [-0.6564, 2.9919, -2.5300], [1.1336, 1.6745, 0.6556], [2.3378, 1.0177, 0.0514], [2.3604, -0.4971, 0.2049], [2.2199, -1.3405, -1.3408], [-3.7792, -1.6155, 0.4585], [-2.5460, -0.4763, 1.0664], [-2.2248, -2.2292, 0.8921], [-2.3463, -2.0891, -1.3552], [-0.3105, -1.3205, -0.3939], [-0.6435, -0.8263, -2.0602], [-2.1433, 2.0669, 0.5075], [0.9234, 1.2854, 1.6914], [1.3437, 2.7350, 0.7459], [3.2027, 1.3864, 0.6025], [2.4619, 1.2770, -0.9912], [3.3191, -0.7859, 0.6066], [1.5470, -0.8747, 0.9120], [0.6510, -0.5604, 2.2474]], "atomic_forces_ev_per_a": [[-0.16, -0.46, -0.62], [1.03, -0.10, 1.70], [-0.09, -2.24, -0.85], [-0.92, 2.25, -0.10], [0.12, -0.76, 0.70], [1.42, -0.59, 0.05], [-0.72, -0.61, 0.22], [0.66, 0.30, -0.19], [-0.34, -0.14, -0.02], [-0.38, 0.24, 0.15], [-0.05, 0.24, 0.13], [0.28, -0.06, 0.25], [-0.85, 0.53, -1.25], [0.50, 0.89, 0.82], [0.17, 0.40, -0.33], [0.13, -0.36, -0.24], [-0.58, -0.14, -0.20], [-0.66, 0.48, -0.33], [0.26, 0.28, 0.02], [0.16, 0.31, -0.24], [0.12, -0.35, 0.24], [0.75, -0.35, -1.25], [-0.82, 0.23, 1.34]], "gap_ev": 4.164, "largest_force_ev_per_a": 2.43, "homo_ha": -0.4591, "charge": 1, "energy_ev": -98091.1438}

Which of these has the highest charge? C5H13BrClInNPd